1.
Below is C28H29Cl2N5OOsS2 as an isolated structure, with properties calculated with ωB97M-V/def2-TZVPD.

```
68
Properties=species:S:1:pos:R:3
Os -0.07 -0.21 0.69
C 0.69 -4.59 1.41
C 0.72 -3.10 1.45
N -0.03 -2.39 0.66
N -0.76 -3.16 -0.22
C -1.44 -2.49 -1.08
S -1.50 -0.76 -1.16
S -2.24 -3.49 -2.29
C -3.70 -2.52 -2.77
C -4.75 -2.39 -1.71
C -5.18 -1.13 -1.29
C -6.17 -1.01 -0.33
C -6.74 -2.14 0.24
C -6.32 -3.40 -0.18
C -5.34 -3.52 -1.15
C 1.56 -2.33 2.32
C 2.42 -2.79 3.26
C 3.40 -1.99 3.94
C 4.04 -0.88 3.44
C 3.91 -0.12 2.25
C 1.29 -0.90 2.18
O 2.63 -0.03 -0.01
H -0.34 -4.95 1.41
H 1.23 -5.01 2.26
H 1.15 -4.94 0.49
H -4.08 -3.11 -3.61
H -3.40 -1.55 -3.16
H -4.74 -0.25 -1.73
H -6.52 -0.03 -0.03
H -7.52 -2.05 0.99
H -6.76 -4.29 0.25
H -5.01 -4.50 -1.47
H 2.43 -3.85 3.50
H 3.85 -2.42 4.83
H 4.92 -0.57 4.01
H 4.65 0.49 1.77
Cl -2.96 4.26 0.90
C -1.33 3.65 0.95
C -0.38 4.24 1.85
C 0.80 3.74 2.28
C 1.50 2.49 2.03
C 1.14 1.29 1.57
Cl 2.44 0.00 1.49
C -1.00 2.57 0.23
N -0.52 1.61 -0.29
H -0.66 5.21 2.23
H 1.37 4.41 2.92
H 2.54 2.52 2.37
C -2.95 0.54 1.53
C -4.03 0.61 2.64
N -3.57 -0.01 3.87
C -2.39 0.71 4.34
C -1.28 0.72 3.27
N -1.69 -0.08 2.07
C -2.06 -1.45 2.54
C -3.21 -1.39 3.58
H -2.70 1.53 1.18
H -3.27 -0.07 0.69
H -4.93 0.10 2.31
H -4.29 1.65 2.84
H -2.04 0.24 5.26
H -2.69 1.73 4.58
H -0.35 0.29 3.63
H -1.07 1.74 2.92
H -1.16 -1.89 2.98
H -2.34 -2.03 1.67
H -2.90 -1.87 4.51
H -4.09 -1.91 3.20
```

Computed properties:
- 2S+1 = 1
- relative energy (zero: lowest compared OMol25 entry of this formula, charge and spin) (eV) = 14.093
- E_HOMO (eV) = -6.93
- gap between HOMO and LUMO (eV) = 5.96

Electronic structure analysis, Mulliken charges in units of e:
1. Os 1.642
2. C -1.641
3. C 1.025
4. N 0.862
5. N -1.489
6. C 0.583
7. S -0.603
8. S -0.110
9. C -1.380
10. C 0.647
11. C -0.115
12. C -0.484
13. C -0.428
14. C -0.698
15. C -0.313
16. C 0.382
17. C -0.013
18. C -0.868
19. C -0.279
20. C -0.849
21. C -1.040
22. O -0.737
23. H 0.364
24. H 0.421
25. H 0.303
26. H 0.488
27. H 0.493
28. H 0.256
29. H 0.431
30. H 0.415
31. H 0.407
32. H 0.387
33. H 0.278
34. H 0.345
35. H 0.350
36. H 0.498
37. Cl -0.235
38. C 0.296
39. C -0.311
40. C -1.047
41. C 0.472
42. C -0.498
43. Cl 0.926
44. C 0.553
45. N -0.875
46. H 0.369
47. H 0.293
48. H 0.349
49. C 0.511
50. C -0.747
51. N -0.198
52. C -0.967
53. C 0.276
54. N -0.211
55. C -0.111
56. C -0.966
57. H -0.272
58. H 0.026
59. H 0.295
60. H 0.297
61. H 0.317
62. H 0.386
63. H 0.460
64. H -0.162
65. H 0.216
66. H 0.366
67. H 0.314
68. H 0.347

2.
Below is C28H29ClFeN8O2S3 as an isolated structure, with properties calculated with ωB97M-V/def2-TZVPD.

```
72
Properties=species:S:1:pos:R:3
Fe 0.30 -0.37 -1.37
C -0.77 3.57 -2.50
C -0.26 2.34 -1.83
N 0.00 1.25 -2.45
N -0.20 1.13 -3.79
C 0.08 -0.06 -4.40
N -0.07 -0.06 -5.73
S 0.58 -1.41 -3.55
C 0.03 2.25 -0.38
C 0.09 3.35 0.46
C 0.49 3.16 1.78
C 0.82 1.89 2.21
C 0.73 0.84 1.31
N 0.32 1.01 0.06
H -1.63 3.35 -3.13
H -1.09 4.32 -1.78
H 0.01 4.02 -3.12
H -0.52 1.93 -4.32
H -0.06 0.79 -6.27
H 0.17 -0.91 -6.22
H -0.15 4.34 0.09
H 0.55 4.01 2.45
H 1.15 1.71 3.22
H 0.96 -0.18 1.60
O 4.26 -3.34 0.80
C 3.13 -3.91 1.24
C 3.26 -5.05 2.05
C 2.14 -5.69 2.55
C 0.86 -5.22 2.25
C 0.73 -4.11 1.45
C 1.84 -3.44 0.94
C 1.61 -2.25 0.09
O 0.41 -1.89 -0.17
N 2.66 -1.59 -0.35
N 2.28 -0.49 -1.11
C 3.25 0.30 -1.36
S 4.87 0.01 -0.75
C 5.65 1.30 -1.76
C 4.66 2.44 -1.91
S 3.07 1.72 -2.38
H 4.00 -2.57 0.25
H 4.26 -5.40 2.27
H 2.27 -6.56 3.17
H -0.01 -5.73 2.64
H -0.26 -3.72 1.21
H 5.91 0.88 -2.73
H 6.55 1.62 -1.25
H 4.96 3.13 -2.70
H 4.55 2.99 -0.98
Cl -5.60 2.35 6.07
C -4.65 1.71 4.77
C -5.00 2.02 3.46
C -4.25 1.51 2.42
C -3.12 0.69 2.66
C -2.34 0.19 1.61
C -2.80 0.41 4.01
C -3.55 0.91 5.05
H -5.86 2.64 3.27
H -4.52 1.75 1.40
H -1.47 -0.43 1.80
H -2.59 0.41 0.58
H -1.94 -0.23 4.23
H -3.30 0.68 6.08
N -3.89 -0.72 -1.65
C -3.54 -2.01 -1.35
C -2.19 -2.00 -1.20
N -1.71 -0.72 -1.40
C -2.76 0.02 -1.68
H -4.82 -0.38 -1.81
H -4.26 -2.80 -1.27
H -1.52 -2.80 -0.95
H -2.76 1.08 -1.87
```

Computed properties:
- 2S+1 = 2
- charge = +1
- relative energy (zero: lowest compared OMol25 entry of this formula, charge and spin) (eV) = 0.206
- E_HOMO (alpha / beta) (eV) = -9.28 / -9.87
- gap between HOMO and LUMO (alpha / beta) (eV) = 5.93 / 6.52

Electronic structure analysis, Mulliken charges in units of e:
1. Fe -0.732
2. C -2.066
3. C 0.856
4. N 1.211
5. N -0.934
6. C 0.695
7. N -0.489
8. S -0.568
9. C 0.845
10. C -0.970
11. C -0.898
12. C -1.057
13. C -0.365
14. N 1.013
15. H 0.445
16. H 0.538
17. H 0.388
18. H 0.293
19. H 0.198
20. H 0.266
21. H 0.429
22. H 0.476
23. H 0.583
24. H 0.364
25. O -0.685
26. C 0.540
27. C -0.713
28. C -0.342
29. C -1.004
30. C -0.597
31. C 0.165
32. C 0.646
33. O -0.083
34. N -1.094
35. N 0.541
36. C 0.183
37. S -0.074
38. C -0.579
39. C -0.631
40. S 0.046
41. H 0.610
42. H 0.449
43. H 0.381
44. H 0.432
45. H 0.275
46. H 0.318
47. H 0.412
48. H 0.406
49. H 0.273
50. Cl -0.199
51. C 0.371
52. C -0.779
53. C -0.296
54. C 0.898
55. C -0.453
56. C -0.377
57. C -0.730
58. H 0.403
59. H 0.358
60. H 0.167
61. H -0.193
62. H 0.417
63. H 0.411
64. N -0.016
65. C -0.704
66. C -0.617
67. N 1.091
68. C -0.828
69. H 0.231
70. H 0.443
71. H 0.476
72. H 0.528

3.
Below is C28H29ClN3O4V as an isolated structure, with properties calculated with ωB97M-V/def2-TZVPD.

```
66
Properties=species:S:1:pos:R:3
V -0.18 -0.59 -0.33
C 0.26 1.09 -2.88
N -0.18 -0.29 -2.61
C -1.57 -0.47 -3.09
C -2.62 0.51 -2.56
C -2.82 0.57 -1.03
N -2.21 -0.59 -0.40
C -2.96 -1.47 0.15
C -2.51 -2.76 0.64
C -3.40 -3.53 1.39
C -3.09 -4.80 1.82
C -1.85 -5.33 1.45
C -0.96 -4.61 0.70
C -1.23 -3.28 0.28
O -0.37 -2.63 -0.41
C 0.72 -1.23 -3.33
C 1.75 -1.97 -2.48
C 2.58 -1.11 -1.52
N 1.86 -0.84 -0.29
C 2.52 -0.91 0.81
C 2.05 -0.58 2.14
C 3.03 -0.50 3.14
C 2.75 -0.07 4.41
C 1.43 0.32 4.70
C 0.44 0.24 3.75
C 0.70 -0.25 2.44
O -0.28 -0.38 1.61
H 0.14 1.32 -3.95
H 1.31 1.19 -2.61
H -0.29 1.80 -2.27
H -1.86 -1.49 -2.82
H -1.57 -0.40 -4.19
H -3.56 0.19 -3.03
H -2.41 1.51 -2.93
H -3.89 0.63 -0.79
H -2.32 1.45 -0.63
H -4.04 -1.27 0.23
H -4.37 -3.10 1.64
H -3.78 -5.37 2.43
H -1.58 -6.34 1.77
H 0.00 -5.03 0.41
H 1.23 -0.66 -4.11
H 0.10 -1.97 -3.84
H 2.43 -2.47 -3.18
H 1.25 -2.73 -1.89
H 2.86 -0.16 -1.98
H 3.52 -1.64 -1.29
H 3.58 -1.20 0.75
H 4.05 -0.77 2.88
H 3.52 0.00 5.16
H 1.19 0.70 5.69
H -0.57 0.54 3.97
Cl 1.18 7.56 1.38
C 0.75 5.93 0.86
C -0.52 5.68 0.35
C -0.87 4.41 -0.04
C 0.02 3.29 0.07
O -0.36 2.12 -0.19
C 1.35 3.62 0.50
C 2.48 2.70 0.40
O 2.60 1.78 -0.39
C 1.67 4.91 0.93
H -1.23 6.49 0.26
H -1.87 4.21 -0.42
H 3.32 2.92 1.10
H 2.67 5.12 1.29
```

Computed properties:
- 2S+1 = 4
- charge = -1
- relative energy (zero: lowest compared OMol25 entry of this formula, charge and spin) (eV) = 0.038
- E_HOMO (alpha / beta) (eV) = -3.26 / -4.37
- gap between HOMO and LUMO (alpha / beta) (eV) = 5.96 / 7.06

Electronic structure analysis, Mulliken charges in units of e:
1. V 0.734
2. C -1.442
3. N 1.689
4. C -1.425
5. C -0.695
6. C -0.697
7. N 0.559
8. C -0.354
9. C 0.670
10. C -0.510
11. C -0.821
12. C -0.370
13. C -0.907
14. C 0.311
15. O -0.265
16. C -1.233
17. C -0.549
18. C -1.180
19. N 0.709
20. C -0.415
21. C 0.924
22. C -0.760
23. C -0.823
24. C -0.363
25. C -0.775
26. C 0.360
27. O -0.384
28. H 0.307
29. H 0.374
30. H 0.196
31. H 0.413
32. H 0.534
33. H 0.375
34. H 0.362
35. H 0.525
36. H -0.124
37. H 0.133
38. H 0.332
39. H 0.365
40. H 0.389
41. H 0.394
42. H 0.409
43. H 0.425
44. H 0.533
45. H 0.095
46. H 0.224
47. H 0.588
48. H 0.066
49. H 0.319
50. H 0.377
51. H 0.383
52. H 0.418
53. Cl -0.286
54. C 0.096
55. C -0.680
56. C -0.543
57. C -0.337
58. O -0.311
59. C 1.221
60. C -0.519
61. O -0.410
62. C -0.973
63. H 0.389
64. H 0.391
65. H 0.216
66. H 0.345

4.
Below is C28H29CuN4O2P2 as an isolated structure, with properties calculated with ωB97M-V/def2-TZVPD.

```
66
Properties=species:S:1:pos:R:3
Cu -0.78 -1.30 -1.04
C 1.81 1.27 1.34
N 0.97 0.39 0.52
P -0.45 -0.36 1.06
C -0.14 -0.91 2.76
C 0.56 -2.10 2.93
C 0.87 -2.55 4.21
C 0.48 -1.81 5.31
C -0.22 -0.62 5.15
C -0.54 -0.16 3.87
C -1.71 0.94 1.24
C -3.01 0.50 1.49
C -4.05 1.41 1.57
C -3.80 2.77 1.40
C -2.50 3.21 1.16
C -1.46 2.29 1.08
P 1.50 -0.36 -0.92
C 3.26 -0.69 -0.66
C 3.61 -1.91 -0.08
C 4.95 -2.21 0.16
C 5.93 -1.29 -0.17
C 5.58 -0.07 -0.75
C 4.25 0.23 -1.00
C 1.45 0.92 -2.19
C 2.00 0.62 -3.44
C 1.85 1.51 -4.49
C 1.15 2.70 -4.30
C 0.60 2.99 -3.07
C 0.73 2.10 -2.01
H 1.28 1.56 2.24
H 2.08 2.17 0.78
H 2.73 0.76 1.64
H 0.85 -2.68 2.06
H 1.41 -3.48 4.34
H 0.72 -2.16 6.31
H -0.52 -0.04 6.01
H -1.08 0.76 3.75
H -3.20 -0.56 1.62
H -5.06 1.07 1.77
H -4.61 3.48 1.47
H -2.30 4.27 1.04
H -0.45 2.64 0.89
H 2.84 -2.64 0.16
H 5.22 -3.16 0.60
H 6.97 -1.52 0.01
H 6.35 0.64 -1.01
H 3.99 1.18 -1.45
H 2.53 -0.31 -3.60
H 2.27 1.28 -5.46
H 1.04 3.40 -5.13
H 0.06 3.92 -2.92
H 0.28 2.31 -1.05
C -4.95 -3.31 -1.21
O -4.76 -1.94 -1.61
C -3.57 -1.43 -1.39
O -2.66 -2.01 -0.79
N -3.45 -0.18 -1.86
N -2.24 0.47 -1.70
H -6.02 -3.49 -1.28
H -4.61 -3.47 -0.19
H -4.42 -3.98 -1.88
H -4.19 0.20 -2.42
H -2.38 1.35 -1.22
H -1.79 0.62 -2.60
N -0.64 -1.62 -4.11
C -0.62 -1.60 -2.95
```

Computed properties:
- 2S+1 = 2
- charge = +1
- relative energy (zero: lowest compared OMol25 entry of this formula, charge and spin) (eV) = 0.000
- E_HOMO (alpha / beta) (eV) = -11.00 / -11.80
- gap between HOMO and LUMO (alpha / beta) (eV) = 8.61 / 7.72

Electronic structure analysis, Mulliken charges in units of e:
1. Cu -1.217
2. C -1.078
3. N -0.214
4. P 1.058
5. C 0.778
6. C -0.495
7. C -0.703
8. C -0.492
9. C -0.770
10. C -0.264
11. C 0.679
12. C -0.388
13. C -0.792
14. C -0.512
15. C -0.737
16. C -0.078
17. P 1.386
18. C 0.202
19. C -0.252
20. C -0.686
21. C -0.499
22. C -0.659
23. C -0.283
24. C 0.758
25. C -0.561
26. C -0.669
27. C -0.563
28. C -0.572
29. C -0.577
30. H 0.511
31. H 0.334
32. H 0.321
33. H 0.308
34. H 0.421
35. H 0.400
36. H 0.423
37. H 0.427
38. H 0.497
39. H 0.445
40. H 0.405
41. H 0.442
42. H 0.197
43. H 0.377
44. H 0.422
45. H 0.401
46. H 0.422
47. H 0.399
48. H 0.440
49. H 0.414
50. H 0.405
51. H 0.449
52. H 0.325
53. C -0.690
54. O -0.448
55. C 0.997
56. O -0.829
57. N -0.405
58. N -0.225
59. H 0.269
60. H 0.286
61. H 0.313
62. H 0.251
63. H 0.306
64. H 0.418
65. N -0.682
66. C 0.453

Number 1: total energy -3240.30322 a.u.. Number 2: total energy -4591.23888 a.u.. Number 3: total energy -2953.95402 a.u.. Number 4: total energy -3776.89005 a.u..